# 1
Molecular formula: C6H12N2
Method: DFT, wB97M-V/def2-TZVPD

Properties
Calculated total energy (eV): -9396.683

The geometry in XYZ format:
```
20
Properties=species:S:1:pos:R:3:forces:R:3
C 0.4099 0.2196 -2.6469 -0.1 0.7 -0.2
C -0.0417 -0.8361 -1.7034 0.0 0.1 0.0
C 0.6284 -1.3755 -0.6496 0.0 -0.2 0.2
N -0.1833 -2.3776 -0.1510 0.8 0.5 0.0
C -1.2915 -2.3889 -0.9202 -0.5 -0.2 0.1
N -1.2492 -1.4756 -1.8512 0.0 0.0 -0.1
H 1.2880 -0.1120 -3.2013 0.1 0.2 0.1
H 0.5955 1.1956 -2.1798 0.4 -0.4 0.2
H -0.3575 0.4727 -3.3711 -0.3 -0.4 -0.1
H 1.5715 -1.1608 -0.1802 0.1 0.1 -0.1
H 0.1466 -2.9897 0.5749 -0.5 -0.2 0.0
H -2.1406 -3.0242 -0.7368 0.1 -0.2 0.0
C 0.0820 1.3969 2.8188 0.3 1.0 -0.2
C 0.0440 2.0710 1.4266 0.1 -1.1 0.3
H 0.4905 0.3930 2.7775 -0.2 -0.2 -0.1
H 0.7597 1.9526 3.4634 0.0 0.1 0.2
H -0.8894 1.4269 3.3037 -0.1 -0.4 0.0
H -0.7369 2.8154 1.3294 0.0 0.2 0.1
H 1.0103 2.5120 1.2068 0.1 0.2 -0.1
H -0.1365 1.2847 0.6904 -0.1 0.2 -0.2
```
Positions in Å, forces in eV/Å.

# 2
Molecular formula: C36H62N6O12S4
Method: DFT, wB97M-V/def2-TZVPD

Properties
Calculated total energy (eV): -115184.135

The geometry in XYZ format:
```
120
Properties=species:S:1:pos:R:3:forces:R:3
C -0.5880 3.3343 5.6360 1.4 0.0 2.0
C -1.8434 2.7613 5.0624 1.1 -1.5 -1.6
O -1.9224 3.1961 3.6226 0.1 -0.1 0.9
S -2.6536 4.5407 3.1844 -0.4 -0.3 -0.6
C -4.2445 3.9813 2.7806 -0.5 0.5 -0.4
O -2.7485 5.4489 4.2845 0.6 0.1 0.1
O -2.1007 4.9084 1.9085 0.9 0.1 0.5
H -0.4793 4.3633 5.3804 -0.2 0.9 0.0
H 0.3526 2.8795 5.3091 -0.4 -0.3 -0.7
H -0.4230 3.2519 6.7566 -1.0 0.1 -1.1
H -1.7604 1.6560 5.0035 0.0 0.6 -0.4
H -2.7583 2.8973 5.5797 -0.8 1.0 0.4
H -4.8266 4.0472 3.6922 -0.4 -0.2 -0.1
H -4.1151 2.9753 2.4053 -0.3 -0.2 -0.1
H -4.6147 4.6639 1.9774 0.1 -0.6 0.8
C 5.8084 0.4006 -0.1876 -0.7 1.6 0.0
C 5.4878 -0.8074 -0.9999 -1.0 1.2 -0.9
O 3.9981 -0.9755 -1.0433 1.4 0.9 0.2
S 3.3767 -2.3776 -0.8368 2.4 -1.9 0.1
C 4.1505 -3.3258 -2.0877 -0.7 -0.6 0.2
O 3.8333 -2.9436 0.3933 0.0 0.2 0.8
O 2.0144 -2.2574 -1.0898 -2.9 0.7 -0.4
H 5.1149 1.2229 -0.4158 0.2 -0.2 -0.5
H 6.8127 0.7995 -0.3527 0.0 -0.4 -0.1
H 5.6265 0.3287 0.8674 0.2 -0.8 0.7
H 5.7403 -0.6613 -2.0444 0.1 0.2 -0.2
H 6.0488 -1.6407 -0.6778 -0.1 -1.4 0.7
H 3.7496 -4.3631 -2.0067 0.5 0.7 0.1
H 5.2054 -3.2555 -1.8583 0.2 -0.3 -0.4
H 3.8558 -2.9344 -3.0492 0.2 0.2 -0.3
C -0.2738 0.0714 -3.5522 0.0 -0.7 -0.3
C 1.1775 -0.0903 -3.8386 0.8 -0.5 0.2
O 1.3408 0.0029 -5.2893 0.3 -0.8 -0.1
S 1.5695 -1.3874 -6.0641 1.6 2.8 -2.0
C 3.3403 -1.4018 -6.1461 1.2 0.2 0.7
O 1.1043 -2.4625 -5.2976 -0.8 -1.8 1.3
O 1.1397 -1.1845 -7.4126 -0.3 0.0 0.5
H -0.5787 0.9403 -4.1032 -0.6 0.5 -0.1
H -0.4080 0.2361 -2.4883 -0.4 -0.2 0.1
H -0.7917 -0.8453 -3.9576 0.2 1.1 0.7
H 1.8704 0.5872 -3.3121 -0.5 0.3 -0.7
H 1.5102 -1.0658 -3.5194 0.1 -0.4 0.1
H 3.7607 -0.4449 -6.5018 -0.6 -0.4 0.0
H 3.7270 -2.1994 -6.7596 -0.4 -0.3 -0.6
H 3.8008 -1.6142 -5.1755 -0.4 0.2 0.2
C -1.6771 -2.5947 -1.0888 1.0 -0.3 0.6
C -1.7571 -1.6643 0.1702 -1.8 -0.5 -3.1
O -2.2277 -0.3611 -0.3565 -0.2 0.9 0.5
S -2.2492 0.9322 0.6346 -1.0 -1.3 -2.0
C -0.6190 1.5210 0.4301 0.3 -0.4 1.4
O -3.1961 1.9021 0.1653 0.3 -0.2 -0.7
O -2.5046 0.4248 1.9254 0.6 -0.3 1.7
H -0.9602 -2.3119 -1.8822 -0.2 0.5 0.6
H -2.6532 -2.6379 -1.5679 -0.1 -0.4 0.2
H -1.2680 -3.6039 -0.7786 -1.0 0.9 -0.1
H -2.4609 -2.0864 0.8654 -0.4 0.2 0.4
H -0.8365 -1.5410 0.6011 2.3 0.3 1.2
H -0.2883 1.9223 -0.5139 -0.4 0.1 -0.3
H -0.0137 0.6820 0.7447 0.4 -0.4 -0.2
H -0.5165 2.2254 1.2455 0.1 0.6 0.0
C -4.9003 5.0842 -3.0361 -0.6 -1.1 -1.6
C -4.6287 6.2571 -2.2688 0.9 -1.3 0.5
C -4.1089 5.7683 -1.0828 -0.1 0.3 0.0
N -4.1061 4.4128 -1.0982 -0.5 -1.3 0.0
C -4.6155 3.9468 -2.2961 0.2 1.6 1.1
H -5.2209 4.9501 -4.0877 0.0 0.7 0.9
H -4.6217 7.3112 -2.4936 -0.3 -0.2 -0.4
H -3.6773 6.3075 -0.2700 0.1 0.2 0.4
H -3.9549 3.7242 -0.3523 0.3 1.0 -0.3
H -4.7947 2.8844 -2.3495 0.0 0.1 -0.6
C 2.7557 -0.0654 2.4927 -0.1 0.3 -1.1
C 3.7007 -0.5031 3.4515 1.5 0.0 -1.0
C 3.5038 0.1762 4.6073 -0.4 -1.2 0.0
N 2.3670 0.8827 4.4013 0.5 1.7 3.6
C 1.9504 0.8507 3.1383 -1.0 0.1 -1.2
H 2.7380 -0.3034 1.4143 0.0 0.1 0.9
H 4.6143 -1.0349 3.2678 -0.1 -0.6 -0.2
H 4.0122 0.0661 5.5556 -0.3 0.3 -0.1
H 2.0472 1.4182 5.2058 -0.5 0.1 -1.0
H 1.1404 1.5252 2.8229 0.5 -0.7 0.0
C -0.8794 -3.2821 3.5789 1.6 0.3 -1.3
C -0.6882 -4.4394 2.7489 0.6 0.3 -0.1
C 0.4758 -4.2345 2.0162 -0.9 -0.4 0.6
N 0.9587 -3.0059 2.3479 0.4 -0.7 -0.6
C 0.1724 -2.4002 3.2716 -0.3 -0.2 1.1
H -1.6235 -3.0947 4.3095 -0.6 0.0 0.4
H -1.2532 -5.3625 2.6940 -0.1 0.3 0.2
H 1.0315 -4.9345 1.3975 -0.2 0.4 0.0
H 1.8538 -2.7336 1.9830 0.1 0.6 0.2
H 0.5310 -1.4752 3.7553 -0.6 -0.6 -0.5
C 2.8282 4.0105 -0.4015 2.6 -0.4 -0.6
C 2.0370 3.8496 -1.5305 -2.2 -0.5 -2.1
C 0.7423 4.2147 -1.1674 -0.5 0.3 -0.4
N 0.8063 4.6601 0.1154 0.6 -0.6 -0.2
C 2.0865 4.5004 0.5870 -1.9 1.0 1.7
H 3.8970 3.8769 -0.3267 0.0 -0.2 -0.1
H 2.2415 3.5197 -2.5657 0.3 0.2 1.0
H -0.2618 4.2400 -1.6569 1.3 -0.1 0.1
H 0.0058 4.8913 0.6488 -0.7 0.3 0.6
H 2.2916 4.7811 1.6061 0.3 0.0 0.0
C -5.9980 -0.6193 0.7432 0.0 0.8 0.1
C -5.7130 -0.9018 2.1256 -1.0 2.7 0.4
C -5.4644 -2.2151 2.2130 0.4 -0.3 -1.3
N -5.5158 -2.7090 0.9374 0.5 -2.4 -0.4
C -5.8416 -1.7721 0.0323 -0.1 1.4 0.2
H -6.2645 0.3129 0.2607 0.1 0.0 0.4
H -5.7580 -0.1549 2.9615 0.1 -1.0 -1.0
H -5.0963 -2.8273 2.9710 0.2 -0.8 1.2
H -5.2425 -3.6464 0.6745 -0.2 0.2 0.3
H -5.8731 -1.8520 -1.0422 0.0 -0.6 0.1
C 2.2241 -6.2063 -1.5412 -0.1 -1.5 -0.6
C 2.9772 -6.6252 -2.7417 -1.6 1.5 1.5
C 2.4138 -5.9231 -3.7732 0.4 -0.3 1.3
N 1.3877 -5.1342 -3.2855 0.6 -1.5 -0.4
C 1.1591 -5.4473 -1.9499 0.0 2.1 0.7
H 2.3559 -6.5910 -0.5293 0.1 0.2 -0.4
H 3.7739 -7.3217 -2.7555 0.6 -0.4 -0.1
H 2.6827 -5.9718 -4.7998 -0.1 0.2 -0.6
H 0.7579 -4.8564 -3.9964 -1.1 0.9 0.0
H 0.4227 -4.8434 -1.3089 1.2 -1.2 -1.3
```
Positions in Å, forces in eV/Å.

# 3
Molecular formula: C5H6N2O2
Method: DFT, wB97M-V/def2-TZVPD

Properties
Calculated total energy (eV): -12354.038

The geometry in XYZ format:
```
15
Properties=species:S:1:pos:R:3:forces:R:3
H 2.6286 -1.4059 -0.4804 0.1 1.4 0.5
N 3.0680 -0.4836 -0.2413 -0.7 0.7 -0.1
C 2.2712 0.4491 0.1179 1.1 -1.1 0.7
N 0.8900 0.2772 0.3979 -0.8 0.5 -1.8
C 0.0394 1.4231 0.0670 0.9 -1.4 -0.5
C -1.2397 1.2214 -0.3038 0.1 0.8 1.3
C -1.8026 -0.0880 -0.0493 -1.1 -2.0 -0.3
O -3.0129 -0.2804 -0.0295 1.2 0.1 0.1
C -0.8037 -1.2728 0.2525 -0.8 3.2 2.2
O 0.4589 -0.9595 -0.2729 0.6 1.9 1.3
H 2.6428 1.4694 0.4499 -0.4 -1.3 -0.6
H 0.6076 2.3677 0.0714 -0.6 -0.4 0.2
H -2.0319 1.9874 -0.3639 0.9 -0.1 -0.4
H -0.8516 -1.3289 1.4189 0.5 -0.5 -2.0
H -1.0568 -2.1223 -0.2793 -1.0 -1.9 -0.6
```
Positions in Å, forces in eV/Å.

# 4
Molecular formula: C5H10AlF4NO2S2
Method: DFT, wB97M-V/def2-TZVPD

Properties
Calculated total energy (eV): -50071.877

The geometry in XYZ format:
```
25
Properties=species:S:1:pos:R:3:forces:R:3
C 2.1152 -1.7612 0.9567 0.1 -0.4 0.7
C 2.0653 -0.2073 1.1887 1.1 -0.1 0.4
O 1.6638 0.5766 0.0649 -0.8 -0.7 0.6
C 0.3823 0.2280 -0.4486 -0.3 1.1 -1.2
C -0.8147 0.3427 0.5777 0.8 0.9 0.1
O -1.9247 -0.5195 0.0698 0.4 -2.1 1.7
S -2.1743 -1.8440 1.0093 -1.5 0.3 -0.9
N -2.2100 -3.2806 0.0188 2.3 2.3 -1.2
C -1.3535 -3.1681 -0.9284 1.4 -1.6 -1.1
S -0.2359 -3.3131 -2.0779 -2.9 0.6 2.7
H 3.0569 -2.1098 0.4488 -1.0 0.6 0.3
H 1.2523 -2.1902 0.3919 0.6 0.5 0.4
H 2.1154 -2.2689 1.9660 0.0 0.5 -0.9
H 3.1238 0.1051 1.4158 -1.1 -0.1 -0.3
H 1.4850 0.0913 2.1113 0.3 -0.5 -0.9
H 0.1643 0.9836 -1.2763 0.3 -0.8 1.0
H 0.4418 -0.7646 -0.9749 -0.4 0.6 0.8
H -0.5839 0.0208 1.6246 0.0 0.2 -0.8
H -1.2588 1.3799 0.6495 0.6 -1.0 -0.4
H -1.0703 -2.0626 1.8347 0.1 0.4 -1.1
F -0.6143 2.6281 -2.6938 -0.5 0.7 1.0
Al -1.2493 3.9586 -1.7287 -0.1 0.8 -0.4
F -0.2062 5.3568 -1.8899 -0.9 -1.4 0.2
F -1.3051 3.4567 -0.0352 0.1 -0.1 -1.2
F -2.8653 4.3619 -2.2750 1.4 -0.5 0.6
```
Positions in Å, forces in eV/Å.

# 5
Molecular formula: C6H6N4O
Method: DFT, wB97M-V/def2-TZVPD

Properties
Calculated total energy (eV): -14326.641

The geometry in XYZ format:
```
17
Properties=species:S:1:pos:R:3:forces:R:3
C 2.7669 -0.0729 0.0285 -0.8 -1.0 -1.7
N 1.3057 0.0592 0.0517 1.1 0.8 0.4
C 0.8709 1.3377 -0.0574 -2.8 1.0 -0.2
N -0.3889 1.7316 -0.0863 -0.7 -2.8 -0.5
C -1.2550 0.5802 -0.1540 2.3 0.0 1.6
N -2.6244 0.5591 -0.0136 0.6 2.5 1.2
C -2.9902 -0.7293 0.0825 1.3 -0.5 -1.3
N -1.9986 -1.5682 -0.1624 -0.9 -0.4 1.7
C -0.8707 -0.8020 -0.1153 0.3 2.2 -1.2
C 0.5796 -1.1484 -0.0437 -2.9 2.5 -0.3
O 1.1441 -2.1848 -0.0423 0.6 -2.3 0.1
H 2.9170 -1.1859 0.0290 0.3 1.2 -0.7
H 3.2299 0.2535 0.9394 0.2 0.8 0.2
H 2.9530 0.4973 -0.9391 1.3 -1.1 1.5
H 1.5494 2.1818 -0.2218 0.4 -0.8 0.5
H -3.1743 1.3325 0.4377 0.9 -1.0 -1.1
H -4.0142 -0.8415 0.2671 -1.2 -1.2 0.0
```
Positions in Å, forces in eV/Å.

# 6
Molecular formula: C19H45As3AuN2O3
Method: DFT, wB97M-V/def2-TZVPD

Properties
Charge: +3
Calculated total energy (eV): -215736.078

The geometry in XYZ format:
```
73
Properties=species:S:1:pos:R:3:forces:R:3
Au -1.0286 -0.7372 0.2418 0.2 -0.5 -0.2
C -4.3452 0.4209 3.0716 -0.2 -0.3 0.0
C -2.9092 -0.0518 2.9430 0.3 1.0 0.0
C -2.3708 -0.7105 4.2002 -0.1 -0.2 -0.1
O -2.7807 -0.9978 1.8479 0.1 0.0 -0.3
C -2.0242 1.2347 2.6906 -1.6 -0.6 2.2
O -1.9412 2.0484 3.5890 0.3 -0.5 -0.8
O -1.4429 1.2692 1.5325 3.3 1.1 -0.4
H -4.9917 -0.4106 3.3635 0.0 0.0 0.0
H -4.7083 0.8468 2.1318 0.0 0.0 0.0
H -4.4177 1.1885 3.8379 0.0 0.0 0.0
H -2.9610 -1.5990 4.4304 0.0 0.0 0.0
H -2.4336 -0.0202 5.0368 0.0 0.0 0.0
H -1.3295 -1.0122 4.0664 0.0 0.0 0.0
H -3.5777 -0.9281 1.3083 -0.1 0.0 0.1
C 0.0231 3.7919 2.2009 0.0 -0.1 -0.1
As 0.6535 1.9820 1.8884 -1.2 1.7 1.1
C 1.2388 1.4614 3.6585 -0.8 -0.8 0.1
C 2.5196 2.0743 1.0953 0.3 -1.0 -2.0
C 2.7344 2.2219 -0.4216 -0.5 0.0 0.4
C 1.9323 3.4056 -0.9700 0.2 -0.1 0.2
C 2.3973 0.9110 -1.1554 0.0 0.1 0.4
As 0.5341 0.2523 -1.2884 0.3 -0.3 -1.0
C -0.4251 1.5495 -2.3677 -0.2 0.2 0.1
C 0.8472 -1.0767 -2.6843 0.0 -0.1 0.1
C 4.2565 2.5310 -0.5241 -0.5 -0.2 -0.1
As 5.2790 2.5459 -2.2330 1.8 1.0 0.3
C 4.2567 3.2671 -3.7260 -0.6 -0.6 0.2
C 5.5994 0.6818 -2.6945 -0.6 -0.1 -0.2
H 0.8775 4.4394 2.3993 0.2 -0.1 -0.1
H -0.6098 3.7270 3.0844 0.0 0.0 -0.1
H -0.5620 4.1825 1.3724 0.1 -0.1 -0.1
H 2.0091 2.1721 3.9632 0.0 0.2 -0.3
H 1.6453 0.4516 3.6752 0.1 0.0 -0.1
H 0.4059 1.5239 4.3495 -0.1 0.1 0.1
H 2.9921 1.1566 1.4504 -0.1 0.0 0.1
H 2.9617 2.9230 1.6250 -0.6 0.2 0.3
H 0.8650 3.2332 -0.8381 -0.2 0.1 0.0
H 2.1294 3.5677 -2.0302 0.0 0.0 0.1
H 2.1915 4.3214 -0.4360 0.0 0.0 0.0
H 2.9795 0.0924 -0.7241 0.0 -0.1 -0.1
H 2.6611 0.9932 -2.2141 0.1 0.1 0.1
H 0.2563 2.1455 -2.9715 0.1 -0.1 0.0
H -1.0292 2.2053 -1.7439 0.0 0.0 0.0
H -1.0871 0.9981 -3.0334 0.0 -0.1 0.0
H 1.3602 -0.6249 -3.5344 0.0 0.1 0.1
H -0.1249 -1.4268 -3.0303 0.0 0.0 0.0
H 1.4266 -1.9247 -2.3238 0.0 0.1 0.1
H 4.8366 1.8344 0.0868 0.0 -0.1 0.0
H 4.4261 3.5253 -0.1059 0.0 0.0 -0.1
H 3.9290 4.2816 -3.5101 0.0 0.0 0.0
H 3.4090 2.6175 -3.9455 -0.2 0.2 -0.3
H 4.9166 3.2976 -4.5933 0.1 -0.1 0.1
H 5.6380 0.0846 -1.7859 0.0 -0.1 0.0
H 6.5625 0.5935 -3.1981 -0.1 0.2 0.1
H 4.8223 0.3262 -3.3705 0.0 -0.3 0.0
N -3.4676 -5.6781 -0.9351 0.1 0.0 -0.1
C -2.0819 -5.5872 -0.3640 0.4 0.2 0.3
C -1.8834 -4.2254 0.3052 0.0 -0.1 -0.2
N -2.1508 -3.1042 -0.5998 0.0 0.1 0.2
C -3.5037 -3.2167 -1.1479 0.1 -0.1 -0.1
C -3.7351 -4.5407 -1.8779 -0.1 0.4 -0.1
H -4.1517 -5.6552 -0.1751 0.0 -0.1 0.0
H -3.5920 -6.5709 -1.4161 0.0 -0.1 0.0
H -1.3780 -5.7196 -1.1854 -0.1 0.0 -0.1
H -1.9280 -6.3945 0.3504 -0.1 -0.1 0.0
H -0.8600 -4.1657 0.6724 0.0 -0.1 0.0
H -2.5490 -4.1271 1.1671 0.0 0.0 0.0
H -1.4698 -3.0945 -1.3526 0.0 -0.1 0.0
H -3.7005 -2.3967 -1.8369 0.0 0.0 0.0
H -4.2120 -3.1327 -0.3183 0.0 0.1 0.0
H -3.0530 -4.6420 -2.7216 0.0 -0.1 0.0
H -4.7560 -4.6064 -2.2512 0.0 -0.2 0.1
```
Positions in Å, forces in eV/Å.